Record 1
Formula: C41H58CoF3IN3P3Si
Source: the Open Molecules 2025 dataset
Level of theory: wB97M-V/def2-TZVPD

Properties
- E_HOMO (alpha / beta): -0.232 / -0.273 Ha
- LUMO level (alpha / beta): 0.604 / 0.137 eV
- Maximum force: 0.875 eV/Å
- HOMO-LUMO gap (alpha / beta): 6.908 / 7.565 eV
- ⟨S²⟩: 3.77

Structure (ORCA input):
```
! wB97M-V def2-TZVPD RIJCOSX def2/J DEFGRID3
* xyz 0 4
Co -0.989 0.731 -0.410
C -3.455 3.102 3.139
C -3.028 2.272 1.934
C -3.555 0.847 2.051
P -1.212 2.279 1.587
C -0.813 4.081 1.625
C -1.593 4.882 0.586
C 0.681 4.356 1.518
C -0.461 1.670 3.161
C -0.237 2.531 4.238
C 0.287 2.078 5.438
C 0.585 0.733 5.597
C 0.360 -0.145 4.551
C -0.155 0.311 3.339
Si 0.741 -0.563 0.656
C 1.934 0.923 0.857
C 2.747 1.193 1.961
C 3.727 2.172 1.931
C 3.944 2.891 0.766
C 3.138 2.669 -0.338
C 2.105 1.732 -0.289
P 0.887 1.519 -1.655
C 1.780 0.585 -2.981
C 2.818 1.418 -3.732
C 2.454 -0.665 -2.427
C 0.377 3.132 -2.399
C -0.390 2.819 -3.690
C 1.344 4.298 -2.569
C 1.915 -2.080 0.718
C 3.230 -1.878 1.144
C 4.137 -2.918 1.281
C 3.747 -4.212 0.981
C 2.460 -4.430 0.515
C 1.545 -3.388 0.370
P -0.128 -3.676 -0.314
C -0.514 -5.430 0.183
C 0.001 -6.603 -0.654
C -2.027 -5.552 0.371
C 0.169 -3.621 -2.141
C 1.441 -4.237 -2.706
C -1.080 -4.098 -2.887
H -4.537 3.015 3.262
H -3.234 4.163 3.027
H -2.992 2.747 4.063
H -3.454 2.698 1.021
H -3.171 0.354 2.946
H -3.308 0.237 1.181
H -4.644 0.871 2.120
H -1.175 4.413 2.602
H -1.272 4.648 -0.424
H -1.406 5.945 0.748
H -2.667 4.719 0.623
H 1.039 4.148 0.509
H 1.283 3.762 2.207
H 0.868 5.412 1.724
H -0.468 3.583 4.150
H 0.459 2.777 6.245
H 0.995 0.369 6.530
H 0.597 -1.196 4.653
H 2.622 0.607 2.865
H 4.338 2.354 2.805
H 4.731 3.634 0.717
H 3.299 3.258 -1.228
H 0.993 0.272 -3.677
H 3.570 1.816 -3.048
H 2.389 2.248 -4.286
H 3.344 0.777 -4.443
H 3.276 -0.404 -1.757
H 2.867 -1.250 -3.252
H 1.774 -1.308 -1.875
H -0.398 3.444 -1.697
H 0.272 2.569 -4.517
H -0.983 3.689 -3.971
H -1.106 2.006 -3.550
H 2.203 4.061 -3.196
H 1.710 4.662 -1.610
H 0.811 5.126 -3.043
H 3.574 -0.878 1.384
H 5.143 -2.711 1.624
H 4.434 -5.040 1.092
H 2.169 -5.437 0.254
H -0.059 -5.495 1.179
H -0.543 -6.681 -1.596
H -0.160 -7.541 -0.117
H 1.059 -6.537 -0.894
H -2.551 -5.425 -0.579
H -2.401 -4.800 1.067
H -2.289 -6.537 0.761
H 0.222 -2.533 -2.300
H 1.423 -5.326 -2.648
H 2.332 -3.887 -2.182
H 1.547 -3.971 -3.761
H -1.122 -5.187 -2.933
H -1.074 -3.731 -3.915
H -1.998 -3.742 -2.422
F -2.545 1.964 -1.089
C -3.662 2.986 -1.733
F -2.801 3.947 -2.203
F -3.934 2.278 -2.857
I -5.715 -1.930 -3.335
C -4.107 -1.603 -2.114
C -3.840 -2.203 -0.897
N -2.694 -1.681 -0.450
N -2.179 -0.796 -1.321
C -3.039 -0.725 -2.328
H -4.376 -2.952 -0.342
H -2.114 -1.980 0.342
H -2.899 -0.016 -3.124
N -1.242 -1.596 2.301
C -0.329 -0.692 2.243
H -1.778 -1.496 3.167
*
```

=====

Record 2
Formula: C7H10N2O
Source: the Open Molecules 2025 dataset
Level of theory: wB97M-V/def2-TZVPD

Properties
- E_HOMO: -0.347 Ha
- LUMO level: 0.736 eV
- SMILES: NC(=O)[C@]12C[C@H]1[C@]1(CN1)C2
- Maximum force: 3.144 eV/Å
- HOMO-LUMO gap: 10.167 eV

Structure (ORCA input):
```
! wB97M-V def2-TZVPD RIJCOSX def2/J DEFGRID3
* xyz 0 1
N -1.154 -2.312 1.147
C -0.975 -1.576 0.032
O -1.466 -1.940 -1.040
C 0.018 -0.472 0.089
C 0.630 0.030 1.374
C -0.176 0.981 0.550
C 0.629 1.431 -0.646
C 0.381 2.624 -1.471
N 1.613 2.495 -0.679
C 0.863 -0.017 -1.103
H -1.587 -1.880 1.952
H -0.972 -3.319 1.110
H 0.157 -0.317 2.294
H 1.717 0.125 1.428
H -1.087 1.453 0.922
H 0.514 2.566 -2.554
H -0.379 3.331 -1.130
H 1.564 3.059 0.167
H 1.907 -0.362 -1.111
H 0.394 -0.235 -2.070
*
```

=====

Record 3
Formula: C2H4OS3
Source: the Open Molecules 2025 dataset
Level of theory: wB97M-V/def2-TZVPD

Properties
- E_HOMO: -0.333 Ha
- LUMO level: 0.543 eV
- Maximum force: 4.029 eV/Å
- HOMO-LUMO gap: 9.612 eV

Structure (ORCA input):
```
! wB97M-V def2-TZVPD RIJCOSX def2/J DEFGRID3
* xyz 0 1
C 3.152 -0.275 0.234
C -0.438 0.068 -0.211
O 3.509 0.525 -0.500
S -0.528 -0.316 1.622
S -1.331 1.755 -0.472
S -0.939 -1.254 -1.395
H 0.509 0.374 -0.429
H 0.570 -1.093 1.675
H -2.215 1.627 0.617
H -2.289 -1.412 -1.142
*
```

=====

Record 4
Formula: C26H55ClIrN2O3P2
Source: the Open Molecules 2025 dataset
Level of theory: wB97M-V/def2-TZVPD

Properties
- E_HOMO (alpha / beta): -0.012 / -0.177 Ha
- LUMO level (alpha / beta): 2.514 / 2.384 eV
- Maximum force: 3.887 eV/Å
- HOMO-LUMO gap (alpha / beta): 2.836 / 7.196 eV
- ⟨S²⟩: 6.01

Structure (ORCA input):
```
! wB97M-V def2-TZVPD RIJCOSX def2/J DEFGRID3
* xyz -1 5
Ir -0.341 -1.080 -0.467
Cl -0.350 -0.286 -2.688
P -0.517 -3.048 -1.418
C 0.663 -3.478 -2.845
C -0.251 -4.156 0.178
C -2.273 -2.935 -2.083
C 2.008 -2.726 -2.836
H 0.116 -3.132 -3.744
C 0.854 -4.999 -2.897
H 1.492 -5.336 -2.063
H 1.349 -5.278 -3.841
H -0.109 -5.531 -2.865
H 1.859 -1.641 -2.909
H 2.611 -3.027 -3.705
H 2.589 -2.935 -1.927
H -2.108 -2.323 -2.990
C -3.141 -2.080 -1.147
C -2.844 -4.293 -2.495
H -2.327 -4.668 -3.392
H -3.905 -4.175 -2.764
H -2.766 -5.034 -1.683
H -2.653 -1.105 -0.927
H -3.372 -2.565 -0.191
H -4.091 -1.849 -1.645
C 1.158 -3.870 0.710
H -0.369 -5.224 -0.061
C -1.269 -3.705 1.226
H 1.969 -4.201 0.047
H 1.298 -4.355 1.687
H 1.250 -2.779 0.856
H -1.177 -2.600 1.298
H -1.024 -4.116 2.216
H -2.306 -3.967 0.987
H 1.237 -1.073 -0.625
H -0.512 0.581 -0.415
P 0.145 3.549 -1.527
C -1.195 3.698 -2.728
C 0.004 4.105 0.204
C 1.672 2.840 -2.164
C -2.469 2.856 -2.477
H -0.796 3.340 -3.697
C -1.369 5.222 -2.801
H -1.833 5.630 -1.894
H -1.946 5.513 -3.686
H -0.381 5.695 -2.893
H -2.323 1.819 -2.798
H -3.330 3.234 -3.042
H -2.763 2.814 -1.426
H 1.370 2.219 -3.032
C 2.521 1.892 -1.288
C 2.403 4.108 -2.639
H 1.877 4.553 -3.494
H 3.429 3.851 -2.938
H 2.428 4.872 -1.848
H 1.942 1.088 -0.813
H 3.071 2.410 -0.496
H 3.259 1.389 -1.927
C -1.364 3.817 0.850
H 0.167 5.194 0.078
C 1.069 3.475 1.118
H -2.193 4.314 0.345
H -1.386 4.156 1.896
H -1.577 2.739 0.851
H 1.001 2.377 1.085
H 0.927 3.774 2.164
H 2.088 3.742 0.839
C -0.432 2.073 4.041
C 0.785 1.190 4.230
C 0.683 -0.246 3.640
C 1.898 -1.122 4.085
C 3.257 -0.478 3.873
C -0.621 -0.953 4.024
O -0.710 -1.981 4.672
N -1.740 -0.317 3.447
C -1.721 -0.081 2.055
O -2.649 0.444 1.454
N -0.502 -0.480 1.466
C 0.654 -0.183 2.118
O 1.690 0.088 1.471
H -0.772 2.076 2.997
H -0.191 3.106 4.309
H -1.269 1.748 4.670
H 1.660 1.671 3.768
H 1.014 1.082 5.303
H 1.782 -1.391 5.148
H 1.853 -2.073 3.530
H 3.414 0.332 4.587
H 4.052 -1.213 4.014
H 3.320 -0.082 2.854
H -2.651 -0.504 3.843
*
```

=====

Record 5
Formula: C5H20ClO5
Source: the Open Molecules 2025 dataset
Level of theory: wB97M-V/def2-TZVPD

Properties
- E_HOMO: -0.161 Ha
- LUMO level: 2.952 eV
- Maximum force: 2.263 eV/Å
- HOMO-LUMO gap: 7.326 eV

Structure (ORCA input):
```
! wB97M-V def2-TZVPD RIJCOSX def2/J DEFGRID3
* xyz -1 1
Cl 1.391 -0.013 0.636
C -0.043 2.308 5.454
O 1.049 2.488 4.618
H 0.164 1.463 6.111
H -0.412 3.081 6.128
H -0.900 2.076 4.821
H 1.018 1.769 3.983
C 3.369 3.481 -3.607
O 3.562 2.837 -2.307
H 2.292 3.617 -3.706
H 3.942 4.406 -3.535
H 3.671 2.790 -4.393
H 2.744 2.895 -1.808
C -3.259 1.327 -1.289
O -2.422 0.428 -1.987
H -4.231 1.329 -1.782
H -3.428 1.102 -0.236
H -2.732 2.280 -1.348
H -1.769 0.144 -1.343
C -2.326 -3.398 2.859
O -1.219 -2.850 3.487
H -2.910 -3.859 3.656
H -2.776 -2.682 2.172
H -1.907 -4.141 2.181
H -0.648 -2.557 2.774
C 1.119 -3.671 -3.790
O 2.018 -2.520 -3.715
H 1.275 -4.326 -2.933
H 0.079 -3.378 -3.643
H 1.464 -4.346 -4.573
H 1.823 -2.078 -2.886
*
```

=====

Record 6
Formula: C16H31BClN4O11P
Source: the Open Molecules 2025 dataset
Level of theory: wB97M-V/def2-TZVPD

Properties
- E_HOMO: -0.242 Ha
- LUMO level: -1.660 eV
- Maximum force: 3.774 eV/Å
- HOMO-LUMO gap: 4.917 eV

Structure (ORCA input):
```
! wB97M-V def2-TZVPD RIJCOSX def2/J DEFGRID3
* xyz 0 1
C -2.609 0.606 -2.965
C -1.449 -0.022 -3.021
N -1.005 -0.991 -2.035
C -1.308 -2.392 -2.331
C -2.883 -2.534 -2.197
C -3.397 -2.424 -0.660
O -3.323 -3.695 -1.605
C -0.354 -0.611 -0.999
N 0.135 -1.593 -0.082
C 1.622 -1.596 -0.109
N 1.971 -1.666 -1.540
C 3.319 -1.125 -1.828
C -0.492 -1.258 1.188
P 0.223 -2.378 2.553
O -0.651 -3.781 2.307
Cl -0.456 -1.654 4.384
O -0.410 0.072 1.653
C -0.117 1.094 0.742
C -1.219 2.210 0.897
C -2.595 1.668 1.327
C -2.759 1.477 2.869
O -3.020 0.501 0.605
O 1.141 1.608 1.056
C 1.325 1.894 2.443
C 2.177 0.814 3.187
N -0.061 0.742 -0.712
O 1.095 1.157 -1.366
B 0.849 2.280 -2.206
O 0.784 3.493 -1.558
O 0.685 2.152 -3.576
H -3.467 0.276 -2.373
H -2.692 1.552 -3.508
H -0.775 0.165 -3.860
H -1.075 -2.628 -3.379
H -0.908 -3.101 -1.603
H -3.515 -2.068 -2.974
H -4.199 -2.967 -0.126
H -4.154 -1.645 -1.048
H 2.074 -2.475 0.376
H 2.095 -0.691 0.311
H 1.849 -2.610 -1.889
H 3.679 -1.580 -2.765
H 3.260 -0.036 -1.959
H 3.985 -1.332 -0.978
H -1.563 -1.544 1.115
H -0.037 -4.478 2.585
H -0.890 3.028 1.552
H -1.355 2.663 -0.102
H -3.330 2.461 1.072
H -3.523 2.179 3.233
H -3.099 0.462 3.120
H -1.783 1.669 3.335
H -2.775 0.668 -0.316
H 1.915 2.827 2.489
H 0.414 2.091 3.028
H 2.389 -0.025 2.520
H 3.086 1.263 3.612
H 1.587 0.501 4.068
H 1.199 4.187 -2.091
H -0.059 2.735 -3.793
C 5.257 0.702 0.901
O 5.691 1.864 0.718
O 3.875 0.615 0.640
O 5.819 -0.335 1.254
H 3.809 1.557 0.409
*
```